Record 1
# C34H56Ge2N2ScSe2Si2Te

A structure of composition C34H56Ge2N2ScSe2Si2Te (ωB97M-V/def2-TZVPD, the OMol25 dataset).

CARTESIAN COORDINATES (ANGSTROEM)
Te: -1.5291 0.3662 1.9062
Se: 3.9330 -0.5161 0.8230
Se: 3.8325 1.2444 2.4157
Ge: -0.8219 0.8113 -1.9762
Ge: 1.1636 -1.2396 -2.0360
Sc: 1.2629 0.5628 0.8844
Si: -3.2219 -1.7264 3.9141
Si: -1.0873 3.4678 3.3260
N: 2.5204 2.3004 0.2390
N: 1.7164 -1.2721 2.2174
C: -1.2724 3.0307 5.1271
C: -3.6035 -2.0959 5.6983
C: 3.6016 2.5351 1.0026
C: 4.1943 4.4590 -0.2563
C: -2.1393 2.4142 2.1412
C: 0.0050 -1.5482 -6.1043
C: 0.0635 -1.2791 -3.6442
C: 0.9672 -2.0262 3.0359
C: -4.7371 -1.2640 2.9348
C: 3.0916 4.2203 -1.0602
C: -1.0177 2.8137 -4.1371
C: 0.6572 3.0220 2.7321
C: 3.4706 -1.2562 -3.8016
C: 0.3250 -2.0762 -4.8521
C: -0.2357 2.5092 -2.8552
C: 1.1025 -4.0925 -5.9290
C: -2.0368 -0.2115 3.9203
C: 4.4619 3.5842 0.8006
C: 3.1086 -0.9883 -2.3362
C: -0.9588 -0.4353 -3.4715
C: 0.7649 -3.5663 -7.1684
C: 0.6533 -4.0104 -1.2701
C: 2.9727 -1.6998 1.9893
C: 2.7273 -3.6114 3.3638
C: 0.5750 -2.5833 -0.7047
C: 2.2813 3.1301 -0.7837
C: 0.2204 -2.2925 -7.2532
C: -3.6366 1.3505 -2.3115
C: 1.4370 -3.1880 3.6266
C: -1.4615 5.2593 2.9948
C: 0.8928 -3.3483 -4.7799
C: 3.5215 -2.8412 2.5169
C: -2.6575 0.9058 -1.2176
C: -2.2866 -3.1400 3.0956
H: -4.5207 -0.9442 1.9123
H: -0.0399 -4.1365 -2.1000
H: 1.4381 3.7202 3.0428
H: -0.6869 3.7344 5.7235
H: 4.5172 -1.0061 -3.9762
H: -2.3107 3.1260 5.4521
H: -0.8219 5.9017 3.6034
H: -2.0657 2.8562 1.1437
H: 1.5304 -5.0837 -5.8594
H: -2.9044 -0.1010 -0.8773
H: 1.4132 2.9156 -1.3925
H: 2.8475 4.8618 -1.8950
H: 1.1662 -3.7718 -3.8229
H: 0.9337 -4.1449 -8.0661
H: 5.3244 3.7153 1.4398
H: -5.2978 -0.4690 3.4308
H: 0.8177 2.3767 -3.1188
H: -3.4963 0.8168 -3.2508
H: 4.8495 5.2992 -0.4446
H: -0.5672 3.6645 -4.6486
H: -2.5357 0.6847 4.2911
H: -0.4609 -2.3465 -0.4480
H: -1.7380 -0.3495 -4.2269
H: -1.9046 -2.8850 2.1014
H: 3.1196 -4.5169 3.8076
H: 3.3248 -2.3000 -4.0697
H: 0.6501 3.0348 1.6332
H: -2.7611 1.5757 -0.3661
H: -2.7058 -2.3223 6.2767
H: 0.7858 -3.7504 4.2800
H: -4.2669 -2.9599 5.7743
H: 3.6687 -1.6614 -1.6800
H: 0.9402 2.0310 3.1152
H: 0.3842 -4.7413 -0.5071
H: -0.3159 3.3583 -2.1701
H: 1.1691 -2.5414 0.2108
H: -1.1459 -0.3484 4.5344
H: 4.5409 -3.1187 2.2853
H: 2.8629 -0.6582 -4.4802
H: -2.4961 5.4861 3.2606
H: -5.4010 -2.1285 2.8662
H: -1.4555 -3.4824 3.7149
H: -3.2012 2.3533 2.3843
H: -3.5548 2.4170 -2.5091
H: -2.9481 -3.9985 2.9636
H: -0.9261 2.0291 5.3826
H: -1.3211 5.5435 1.9505
H: -1.0014 1.9715 -4.8286
H: -4.6587 1.1573 -1.9844
H: -0.4014 -0.5472 -6.1793
H: 3.3874 0.0331 -2.0657
H: -0.0315 -1.8749 -8.2186
H: -0.0428 -1.7058 3.2233
H: 1.6588 -4.2553 -1.6181
H: -4.1092 -1.2566 6.1795
H: -2.0555 3.0640 -3.9368

Computed properties:
maximum force: 0.0082 hartree/bohr
calculated total energy: -12002.23553 Eh
spin multiplicity: 1
energy relative to the best compared isomer or geometry (same formula, charge and spin): 40.0 kJ/mol
net charge: +3
Kohn-Sham gap: 5.3 eV
molar mass: 1024.7 g/mol

=====

Record 2
# C34H57Br46NO3P

A structure of composition C34H57Br46NO3P (ωB97M-V/def2-TZVPD, the OMol25 dataset).

CARTESIAN COORDINATES (ANGSTROEM)
Br: 5.9950 -1.2865 -6.9830
Br: -13.9350 -4.2705 -1.7112
Br: -7.0682 -5.5721 -3.9824
Br: 1.6197 0.7381 -7.5756
Br: -2.5348 6.2635 -2.1666
Br: 12.1983 2.6136 -1.9851
Br: 3.0056 4.9659 9.7537
Br: 2.7045 0.2655 -10.5730
Br: 10.8488 2.4614 0.9374
Br: 15.1339 1.1608 -1.0615
Br: 7.8795 3.9585 -5.7268
Br: 3.0066 8.0259 10.7643
Br: 6.1650 -0.6300 -3.8326
Br: 2.8366 7.3694 7.6138
Br: -12.0367 -1.2985 3.9986
Br: -6.7148 4.7377 6.9605
Br: -0.6034 -2.3974 -5.3836
Br: -2.2391 -4.2866 -7.4184
Br: -1.9423 6.6509 5.7163
Br: -3.2122 4.8539 8.0706
Br: 15.7413 -0.9256 1.3180
Br: 10.6518 -1.2816 0.7362
Br: -14.1050 -4.9269 -4.8617
Br: -6.7482 -5.0764 -0.8144
Br: -12.8502 -0.3950 1.0142
Br: -2.5893 -1.0862 -7.5564
Br: 7.7160 -1.4045 -0.5870
Br: -1.4839 4.7307 1.6930
Br: 14.7867 -2.0032 -1.5651
Br: 9.1128 1.7358 -1.6787
Br: -5.5692 1.7727 7.4902
Br: -13.9361 -7.3304 -2.7218
Br: 4.6902 1.7286 -0.9140
Br: -13.1823 1.6665 3.4688
Br: 11.0624 4.4525 -5.6301
Br: 0.2859 7.7862 -1.8363
Br: 6.1639 -3.6900 -4.8432
Br: -2.7539 2.9338 4.0472
Br: -6.3826 2.6762 4.5059
Br: 0.4436 3.0678 3.6688
Br: 1.5143 -2.2059 -8.8816
Br: 10.3318 -1.7773 -2.4317
Br: -9.6840 -5.1993 -2.1376
Br: 0.2088 4.7578 -2.9350
Br: -0.0148 4.9879 7.6922
Br: 9.1193 6.0694 -3.6313
P: 3.8579 -0.1601 0.1157
O: 6.1636 0.3245 1.5850
O: 4.8201 -3.7087 0.0705
O: -9.2000 -3.5996 1.4011
N: 2.9572 -3.3066 -1.4774
C: 4.6792 0.4466 1.7398
C: -2.8165 0.3676 -0.3342
C: -6.7508 2.8735 6.4058
C: 10.5608 2.8136 -0.9540
C: -3.9147 0.5463 0.8855
C: -1.2417 4.0225 3.4884
C: -0.3752 0.6316 0.7432
C: -1.5474 1.4252 -0.1149
C: 3.2604 -1.8087 0.8879
C: 2.2540 0.7806 0.5503
C: -0.6375 6.0751 -1.7805
C: 2.7892 -4.7949 -1.6923
C: 3.5166 6.7977 9.3444
C: -7.7941 -0.3365 -0.2677
C: 2.4645 -0.5102 -8.8052
C: 9.4062 4.4131 -4.6104
C: 3.8713 -2.8408 -2.6262
C: -13.2184 -0.1977 2.9142
C: -13.4251 -5.4987 -3.1311
C: -8.8168 -2.1789 1.3242
C: 3.7043 -3.0030 -0.1953
C: -10.6465 -3.7758 1.1670
C: 6.6489 -1.7938 3.0215
C: 6.6749 -1.8582 -5.2524
C: 9.5498 -2.0484 -0.6714
C: -2.2384 -2.6208 -6.4137
C: -1.7001 5.9427 7.5118
C: -7.8502 -5.8432 -2.2221
C: -6.1523 -0.6467 -0.2170
C: 0.9069 0.2355 -0.2503
C: -8.6051 -1.7636 -0.2800
C: 14.6788 -0.5565 -0.2691
C: 6.7739 -0.1423 2.8558
C: -5.4565 0.7369 0.3281
H: 6.2797 0.4229 3.7816
H: -6.0190 -1.5714 0.5016
H: 2.2854 -4.9208 -2.7631
H: -0.8128 -0.3030 1.3123
H: 2.1214 -1.8458 1.1555
H: -0.5556 5.7009 -0.7547
H: -11.2466 -3.1801 1.9770
H: -7.9665 -2.6378 -0.7506
H: 3.4638 -0.7212 -8.4103
H: -1.1973 4.8805 4.1673
H: 4.8178 -2.3146 -2.1360
H: -7.7529 -2.0759 1.8391
H: 4.3144 -0.1232 2.7078
H: -3.0631 -2.6801 -5.6958
H: 5.5310 -2.0705 3.2703
H: -0.0280 1.3906 1.5874
H: -10.9000 -4.9379 1.2107
H: -7.7699 2.5097 6.5735
H: -9.6572 -1.7242 -0.8050
H: 3.2580 -0.5267 -1.1595
H: 9.5173 -3.1293 -0.4990
H: 4.3742 1.5869 1.9091
H: -10.9619 -3.4104 0.0986
H: -14.2375 -0.5615 3.0818
H: 5.0834 -0.8718 -0.2731
H: -6.0808 1.1819 1.2234
H: 3.8422 -2.0908 1.8916
H: 3.2835 -2.0029 -3.2321
H: 7.7679 -1.8377 -5.3157
H: 3.8014 -5.3927 -1.7036
H: -8.0929 0.4070 -1.1221
H: 4.6095 6.8182 9.2812
H: 7.9412 0.0799 2.8264
H: -5.4371 1.5372 -0.5565
H: -5.7514 -0.9271 -1.2818
H: 2.0851 0.8682 1.7092
H: -1.1435 1.8409 -1.1476
H: -2.4395 -0.7604 -0.3989
H: -1.8684 2.3667 0.5252
H: 4.1483 -3.7220 -3.3467
H: 7.3080 -2.2113 3.9153
H: 0.7675 0.7752 -1.2974
H: -12.3321 -5.4782 -3.1943
H: -7.8827 -6.9241 -2.0497
H: 0.9580 -0.9311 -0.4608
H: 2.4081 1.8993 0.1654
H: 10.2542 3.8612 -1.0410
H: 9.5074 3.6156 -3.8669
H: -3.3288 0.6086 -1.3706
H: -8.0292 0.1828 0.7773
H: -1.6557 6.8007 8.1906
H: -3.7843 -0.3278 1.6541
H: 7.0367 -2.2606 2.0157
H: 13.6342 -0.4931 0.0531
H: -9.5682 -1.4565 1.8688
H: 2.0396 -5.2890 -0.9142
H: -3.6640 1.5507 1.4773

Computed properties:
maximum force: 0.1437 hartree/bohr
calculated total energy: -120355.62035 Eh
spin multiplicity: 1
energy relative to the best compared isomer or geometry (same formula, charge and spin): 926.0 kJ/mol
net charge: -1
Kohn-Sham gap: 5.5 eV
molar mass: 4234.4 g/mol

=====

Record 3
# C34H57F3MgN2O2Si

A structure of composition C34H57F3MgN2O2Si (ωB97M-V/def2-TZVPD, the OMol25 dataset).

CARTESIAN COORDINATES (ANGSTROEM)
Si: 2.2987 2.4273 -4.0993
Mg: 0.1492 0.2884 -0.5028
F: 1.3012 1.9542 1.6682
F: 2.3617 2.5199 -0.1669
F: 2.8600 0.6531 0.8443
O: 1.0319 -1.2368 -1.9038
O: 0.9056 -0.2008 -5.5086
N: -0.5724 -0.7277 1.2724
N: -1.4522 1.5288 -0.3324
C: 3.8974 1.4579 -4.2690
C: -2.7214 -2.6042 0.7145
C: -1.0890 -4.4303 1.2587
C: -0.2228 0.3326 -6.2418
C: -3.2004 2.8739 0.7537
C: 2.4696 -1.5611 -1.9039
C: 1.0922 1.3286 -3.1167
C: 1.4002 -1.9688 -7.1429
C: -0.3610 4.0973 -0.9007
C: 0.1236 -4.8711 1.7849
C: 0.8175 -2.5771 2.1374
C: -3.2948 0.1724 -2.0770
C: 2.7714 -2.7274 -1.0016
C: 1.0652 -3.9468 2.2245
C: -1.1890 3.3774 -1.9189
C: -1.4372 3.9088 -3.1850
C: -1.7601 2.1241 -1.5896
C: 1.6774 3.0583 -5.7511
C: -2.2273 3.2167 -4.1035
C: -0.3569 -2.1257 1.4910
C: 2.6303 4.0162 -3.1549
C: -1.5126 -0.7157 3.5442
C: -2.8285 2.0064 -3.7478
C: 0.1547 -2.3720 -2.1482
C: -1.4760 -0.4913 -6.0314
C: 0.4063 -3.0503 -3.4800
C: 1.7679 1.4231 0.4645
C: -2.1258 1.8203 0.7768
C: -1.2782 -0.0678 2.2032
C: 1.9276 -0.8132 -6.3221
C: -1.3633 -3.0669 1.1506
C: 1.7874 -1.6171 2.7546
C: -2.6111 1.4417 -2.4924
C: -1.9014 1.1655 1.9935
H: -3.7997 2.7532 1.6650
H: -1.7461 -0.5312 -4.9696
H: -3.3579 -2.2848 1.5608
H: -2.2568 -1.5184 3.4486
H: 4.5908 2.0681 -4.8596
H: -3.2508 -3.4268 0.2094
H: 0.2336 4.8885 -1.3748
H: -2.7848 3.8902 0.7455
H: 0.6529 3.4428 -5.6379
H: 3.8467 -2.9070 -0.9878
H: 2.9791 -0.6401 -1.5907
H: 1.7656 4.6883 -3.1987
H: -2.6471 -1.7594 0.0132
H: 1.4514 1.2932 -2.0652
H: 2.2356 -2.4552 -7.6560
H: -0.5877 -1.1368 3.9518
H: 0.2625 -3.0717 -1.3041
H: -2.3023 -0.0276 -6.5832
H: -1.0243 4.8923 -3.4284
H: 1.3966 -0.5949 2.8081
H: 2.8704 3.8299 -2.1030
H: 1.6791 2.2882 -6.5361
H: -4.1657 -0.0092 -2.7231
H: 0.9092 -2.7163 -6.5094
H: 4.3486 1.2877 -3.2841
H: -1.9037 0.0186 4.2557
H: 0.0258 0.3864 -7.3152
H: -3.5170 1.5047 -4.4311
H: 2.3837 -0.0490 -6.9761
H: 0.3414 3.4365 -0.3750
H: -1.3463 -1.5147 -6.4052
H: 0.0655 1.7101 -3.1392
H: 0.6874 -1.6179 -7.8978
H: -3.6609 0.2242 -1.0402
H: -2.4154 3.6464 -5.0912
H: 2.3165 3.8947 -6.0915
H: -0.4301 -3.7379 -3.6619
H: 2.4322 -2.5351 0.0197
H: 2.7595 -1.7563 -2.9457
H: 0.3278 -5.9361 1.8621
H: -0.3874 1.3650 -5.8881
H: 2.2887 -3.6428 -1.3517
H: 2.7239 -1.5974 2.1794
H: 3.4837 4.5344 -3.6141
H: 0.4616 -2.3306 -4.3090
H: -2.6420 -0.7138 -2.1563
H: 2.7081 -1.1583 -5.6274
H: -1.0031 4.5609 -0.1371
H: -0.8636 -1.9650 -2.0973
H: -1.8423 -5.1467 0.9324
H: 3.7789 0.4900 -4.7670
H: 1.3218 -3.6506 -3.4622
H: 2.0078 -4.2863 2.6504
H: -3.8601 2.7492 -0.1185
H: -2.4228 1.5786 2.8538
H: 2.0564 -1.9270 3.7782
H: 1.0772 0.2853 -3.5377

Computed properties:
maximum force: 0.0300 hartree/bohr
calculated total energy: -2379.00650 Eh
spin multiplicity: 1
Kohn-Sham gap: 7.9 eV
molar mass: 635.2 g/mol

=====

Record 4
# C34H57F5N9O3P

A cluster of 8 separate species, C34H57F5N9O3P in total (ωB97M-V/def2-TZVPD, the OMol25 dataset).

CARTESIAN COORDINATES (ANGSTROEM)
P: -1.1433 -0.9414 0.3601
F: -2.4794 0.7659 -1.5255
F: -3.2567 -2.2894 -2.0080
F: -4.0145 -2.3769 0.2608
F: -5.0932 -0.9149 -1.3011
F: -3.4498 0.5134 0.6375
O: -1.7977 -0.4803 1.9245
O: 1.9296 -0.5722 2.5844
O: -0.4921 -1.5637 -1.1276
N: 1.9543 6.5557 4.3251
N: 0.3363 -0.0498 0.7941
N: -7.5228 -6.9522 -3.1075
N: 3.6210 3.1823 -0.4284
N: 6.4596 -2.4597 -3.4840
N: -2.4982 -2.6335 3.5045
N: -9.6770 -6.6116 0.3148
N: 4.8878 -1.6218 0.1732
N: -0.4309 2.7322 -4.1157
C: -8.5314 -4.7373 -1.7619
C: 6.7942 1.1190 -3.3128
C: 3.9050 5.2271 1.4350
C: 4.2320 4.6343 2.8069
C: -0.7761 3.8234 -3.5863
C: 6.8619 -3.9775 2.4425
C: 3.1413 3.7028 3.3260
C: -3.5853 4.8601 -3.7721
C: 3.7498 4.1095 0.4165
C: 6.9876 -3.4325 -0.0414
C: 2.8681 9.6543 2.7401
C: 6.4359 -1.2749 -3.9151
C: 5.8435 1.0560 -2.1216
C: -6.1894 -3.9826 -1.1076
C: -2.7155 -0.2303 -0.4543
C: -7.5025 -3.6053 -1.7860
C: 1.4155 -0.9347 1.3762
C: -1.1923 5.1387 -2.9483
C: 6.4073 0.1533 -4.4345
C: 2.4154 10.3365 4.0272
C: 5.8399 -2.4429 0.0758
C: -7.7029 -8.9674 2.5841
C: -7.5772 -8.4224 0.1002
C: -7.9802 -5.9479 -2.4974
C: -2.0267 -1.7325 2.6677
C: 2.0766 -2.2645 0.6823
C: -7.7266 -9.5150 1.1605
C: -2.6736 5.0835 -2.5697
C: 1.9594 8.4936 2.3306
C: 1.9566 7.4344 3.4207
C: -8.7249 -7.4327 0.2174
C: -3.7694 -1.4466 -0.9036
C: 6.8381 -4.5251 1.0190
C: 0.8386 0.8467 -0.3151
H: 3.4043 3.3264 4.3196
H: 6.1418 1.7821 -1.3586
H: -3.4545 5.6538 -4.5167
H: 6.7813 -4.7954 3.1656
H: 2.7401 -2.9192 1.4187
H: -6.6280 -7.8904 0.2268
H: 6.8023 2.1411 -3.7073
H: 5.4033 0.3807 -4.8089
H: 4.3742 5.4498 3.5246
H: -9.4580 -4.4130 -2.2472
H: 5.1774 4.0801 2.7570
H: 4.7095 5.8970 1.1138
H: 1.1980 -2.9939 0.3360
H: -7.9235 -2.7281 -1.2824
H: 5.8978 -5.0683 0.8637
H: -5.6952 -4.8152 -1.6181
H: -2.9535 6.0234 -2.0813
H: -0.6068 -0.9364 -1.8996
H: -5.4965 -3.1354 -1.1234
H: 7.9367 -2.9006 0.0853
H: 2.4431 9.6506 4.8797
H: 6.9783 -3.8768 -1.0423
H: 2.1816 4.2267 3.4026
H: -7.2948 -3.3133 -2.8227
H: 3.0763 11.1761 4.2649
H: -8.7690 -5.0194 -0.7305
H: 2.3177 8.0476 1.3969
H: 7.8114 0.8988 -2.9666
H: -1.0054 5.9563 -3.6530
H: 7.1100 0.2463 -5.2693
H: 6.0249 -3.2971 2.6279
H: 0.9351 8.8459 2.1675
H: 3.0084 2.8334 2.6746
H: 4.8159 1.2846 -2.4270
H: -3.3883 3.8981 -4.2556
H: -6.9132 -10.2397 1.0450
H: -6.3556 -4.2682 -0.0625
H: -0.5828 5.3139 -2.0556
H: 2.6820 -1.9868 -0.3066
H: -8.5399 -8.2869 2.7695
H: -1.2205 -2.3318 0.8288
H: -7.7835 -9.7852 3.3072
H: 5.8513 0.0684 -1.6499
H: 1.3930 0.2727 -1.1810
H: 1.5905 1.6183 0.1994
H: 7.6516 -5.2499 0.9034
H: 2.8882 10.3952 1.9333
H: 3.8955 9.2936 2.8725
H: -6.7693 -8.4281 2.7815
H: -7.5864 -8.8666 -0.9007
H: 7.7955 -3.4382 2.6399
H: 2.9768 5.8073 1.4778
H: -8.6669 -10.0581 1.0053
H: -2.8422 4.2796 -1.8428
H: -0.0463 1.5317 -0.7306
H: -4.6340 4.8566 -3.4584
H: 1.3945 10.7231 3.9282

Computed properties:
maximum force: 0.2314 hartree/bohr
calculated total energy: -2888.42774 Eh
spin multiplicity: 1
SMILES: CC(=O)N(C)[PH](O)(OC#N)C(F)(F)C(F)(F)F.CCCC#N.CCCC#N.CCCC#N.CCCC#N.CCCC#N.CCCC#N.CCCC#N
Kohn-Sham gap: 9.4 eV
molar mass: 765.9 g/mol